No. 1
Here is a molecular structure, C19H41FI2N2O7 in a non-equilibrium geometry from the Open Molecules 2025 dataset. Energies are from ωB97M-V/def2-TZVPD.

Calculated values
- max |F| (eV Å⁻¹) = 2.59
- highest occupied orbital energy (eV) = -9.0
- molecular weight (g/mol) = 682.35
- Kohn-Sham gap (eV) = 9.262
- electronic energy (Eh) = -2079.9346

XYZ file:
```
72
Properties=species:S:1:pos:R:3:forces:R:3
C -3.087131 -1.175350 3.382376 0.21 -0.07 0.12
C -1.642483 -1.603324 3.344101 1.24 -1.02 1.66
O -1.128697 -2.202183 4.293701 -0.90 1.33 -2.03
O -0.874117 -1.278412 2.269836 -0.61 -0.50 0.46
C -1.542375 -0.992930 1.030084 0.17 0.30 -0.15
C -0.497044 -1.024923 -0.065396 -0.45 0.05 0.46
C -0.267630 -2.420803 -0.575438 0.78 0.33 -0.45
C 0.893823 -2.489811 -1.600526 -0.01 -0.27 0.36
O 1.342566 -1.217195 -2.060659 -0.16 0.15 0.16
C 0.903023 -0.827628 -3.278818 0.32 0.09 -0.53
O 1.610800 -1.481252 -4.284298 -0.10 -0.18 0.42
F -0.437003 -1.123520 -3.456941 -0.20 -0.02 0.09
O -1.470343 -2.894648 -1.134334 -0.22 -0.02 0.25
C -1.677718 -4.283325 -1.039150 -0.11 0.07 -0.07
C -2.962085 -4.554797 -0.268298 0.08 -0.58 -0.04
I -2.464944 -4.482731 1.832110 -0.17 -0.09 -0.18
C -3.579495 -5.902608 -0.637168 -0.17 0.11 0.19
C -3.788242 -6.042230 -2.139186 0.00 0.01 -0.04
I -5.473008 -6.167652 0.385305 0.15 0.04 -0.08
H -3.268156 -0.819236 4.387016 -0.07 0.13 0.21
H -3.715632 -2.046924 3.239937 -0.08 -0.15 -0.11
H -3.361786 -0.419009 2.662828 -0.01 0.16 -0.14
H -2.323318 -1.720475 0.828074 -0.09 -0.08 0.09
H -1.996831 -0.008501 1.075354 -0.03 0.24 0.08
H -0.833951 -0.370667 -0.859293 0.14 0.11 -0.31
H 0.423610 -0.654423 0.366988 0.28 0.31 -0.15
H 0.028097 -3.018457 0.285442 -0.14 -0.38 0.12
H 0.602940 -3.123783 -2.428466 -0.12 -0.08 -0.26
H 1.748986 -2.960164 -1.130081 0.27 0.07 0.09
H 1.002920 0.250780 -3.378518 -0.02 0.18 0.21
H 1.111989 -1.349826 -5.091988 -0.04 0.00 -0.37
H -1.756119 -4.673440 -2.048371 -0.03 -0.14 -0.21
H -0.853504 -4.782809 -0.538448 0.28 -0.10 -0.05
H -3.667202 -3.767227 -0.504782 -0.14 0.25 0.23
H -2.962849 -6.709314 -0.266232 0.04 -0.19 0.18
H -2.951852 -6.563763 -2.592099 0.25 -0.02 -0.08
H -4.675665 -6.609412 -2.376125 -0.20 -0.11 -0.04
H -3.866381 -5.065127 -2.604475 -0.17 0.15 -0.14
C 2.557409 2.627248 -4.985756 0.04 -0.10 -0.08
C 1.540476 3.758213 -5.083857 0.06 -0.07 0.19
C 2.146584 5.164677 -4.989412 -0.09 0.08 -0.12
O 2.537453 5.560967 -3.691593 0.06 -0.05 0.03
C 3.793800 5.074812 -3.257639 -0.07 0.07 0.10
N 0.492174 3.533004 -4.082945 0.00 0.13 -0.05
H 2.864860 2.443851 -3.956562 0.01 0.06 0.04
H 2.117117 1.700718 -5.355300 -0.01 0.00 0.01
H 3.451192 2.833609 -5.576942 0.00 0.01 0.00
H 1.073716 3.691399 -6.070870 -0.02 0.07 -0.03
H 1.378088 5.882200 -5.287493 -0.01 0.02 0.03
H 2.984712 5.280076 -5.690196 0.03 -0.09 0.01
H 4.509357 5.023449 -4.083436 0.00 -0.04 -0.02
H 3.706383 4.091868 -2.789091 0.06 -0.04 -0.06
H 4.172801 5.770429 -2.510078 -0.02 0.03 -0.02
H -0.259398 4.201258 -4.223997 -0.05 -0.07 -0.04
H 0.877175 3.772950 -3.173354 0.01 -0.06 0.03
C 0.270802 1.782065 6.686331 -0.09 0.01 0.05
C 0.822902 3.003201 5.956767 0.08 -0.19 0.04
C 0.735984 2.913506 4.426972 -0.05 0.18 -0.05
O 1.683813 2.062091 3.820440 -0.02 -0.07 0.00
C 1.363972 0.681076 3.856131 0.20 0.04 0.00
N 2.188048 3.262174 6.423058 -0.03 0.08 -0.14
H 0.972884 0.949777 6.675698 0.03 -0.01 -0.06
H 0.081121 2.025668 7.731254 0.04 0.02 0.01
H -0.666807 1.442445 6.241811 0.01 -0.01 -0.01
H 0.208277 3.860410 6.247588 -0.01 0.05 -0.05
H 0.941345 3.907088 4.019454 0.03 -0.01 -0.01
H -0.279450 2.637397 4.108182 -0.01 -0.06 0.07
H 0.289810 0.515842 3.759367 -0.03 -0.01 0.05
H 1.726483 0.211228 4.772795 -0.12 -0.05 0.02
H 1.864506 0.203542 3.014875 -0.01 0.04 -0.04
H 2.513197 4.144746 6.039927 -0.02 0.03 0.07
H 2.796018 2.564112 6.003804 0.01 -0.05 0.07
```
Forces are in eV/Å.

Here is what Löwdin gives for the atomic charges, in e: -0.008, -0.591, 0.048, -0.038, -0.186, -0.088, -0.323, -0.087, -0.019, -0.481, 0.066, 0.051, -0.113, -0.295, -0.735, 1.061, -0.832, -0.172, 0.788, 0.091, 0.053, 0.072, 0.084, 0.124, 0.130, 0.136, 0.136, 0.131, 0.134, 0.153, 0.102, 0.116, 0.110, 0.088, 0.061, 0.081, 0.043, 0.085, -0.070, -0.432, -0.212, -0.188, -0.105, 0.040, 0.066, 0.067, 0.080, 0.134, 0.122, 0.120, 0.090, 0.076, 0.088, 0.072, 0.071, -0.069, -0.435, -0.216, -0.186, -0.092, 0.037, 0.067, 0.075, 0.075, 0.133, 0.120, 0.119, 0.072, 0.082, 0.089, 0.070, 0.069


No. 2
Here is a molecular structure, C19H42BBrCaClFN2O5S in a non-equilibrium geometry from the Open Molecules 2025 dataset. Energies are from ωB97M-V/def2-TZVPD.

Calculated values
- max |F| (eV Å⁻¹) = 4.41
- highest occupied orbital energy (eV) = -6.7
- energy relative to the best compared isomer or geometry (same formula, charge and spin) (kcal/mol) = 41.0
- molecular weight (g/mol) = 595.87
- Kohn-Sham gap (eV) = 5.801
- electronic energy (Eh) = -5469.5174

XYZ file:
```
74
Properties=species:S:1:pos:R:3:forces:R:3
C 0.222344 0.140994 1.009158 -0.77 -0.75 0.32
C -0.353855 0.543007 -0.386459 1.20 -0.47 0.68
O -0.695656 1.900243 -0.399074 0.05 0.18 -0.30
C -1.943843 2.282482 0.147874 -0.56 0.29 -0.07
C -3.081799 2.367540 -0.930046 1.24 -0.73 -0.31
O -4.289951 1.714168 -0.665451 0.07 0.77 -0.25
C -5.304606 2.580884 -0.204596 -0.92 -0.45 1.09
C -5.516944 2.326347 1.292613 -0.41 0.34 -0.54
O -6.081995 1.037736 1.442595 0.23 -0.08 0.52
C -5.137752 -0.031852 1.565505 0.52 -0.64 -0.52
B -5.523653 -1.201052 0.520542 -0.47 0.18 0.37
Cl -6.977930 -2.166386 0.991156 0.77 0.33 -0.28
C -4.676192 -1.485708 -0.788059 -0.07 -0.02 -0.17
C -4.105812 -2.925833 -0.802542 -0.01 0.54 0.15
C -5.368859 -1.114526 -2.120979 -0.42 -0.41 -0.14
C -6.877648 -1.413647 -2.189846 0.40 0.77 -0.01
H -0.590536 0.004717 1.736020 -0.02 0.16 -0.03
H 0.778725 -0.833798 1.001787 -0.19 0.92 -0.78
H 0.891175 0.892881 1.417590 0.14 0.09 -0.20
H -1.121082 -0.157677 -0.721409 -0.37 0.19 0.16
H 0.475596 0.432558 -1.083126 -0.06 0.14 -0.25
H -1.823845 3.306370 0.501377 0.36 -0.05 0.20
H -2.165223 1.676483 1.028151 -0.44 -0.20 -0.13
H -3.210768 3.426238 -1.152236 -0.33 0.06 -0.05
H -2.689967 1.909503 -1.844142 0.19 0.01 0.06
H -5.149774 3.634999 -0.442885 0.39 0.02 0.00
H -6.249296 2.288841 -0.665917 0.05 -0.08 -0.25
H -6.243531 3.032133 1.699304 -0.09 0.04 -0.08
H -4.587819 2.487304 1.846660 0.11 -0.35 0.11
H -5.033099 -0.417992 2.589090 -0.45 0.21 0.05
H -4.148457 0.326946 1.285031 0.11 0.09 -0.01
H -3.798445 -0.843327 -0.714671 -0.01 0.27 0.09
H -3.077922 -2.895181 -1.180969 -0.17 -0.17 0.06
H -4.680828 -3.589143 -1.440114 -0.20 -0.16 0.10
H -4.097338 -3.286534 0.221186 0.20 -0.57 0.00
H -4.903199 -1.649392 -2.955232 0.29 -0.11 0.21
H -5.215637 -0.060949 -2.342858 -0.04 0.18 0.13
H -7.157132 -2.397722 -1.828481 0.08 -0.16 -0.11
H -7.200348 -1.270792 -3.220229 -0.18 -0.17 -0.03
H -7.405053 -0.674668 -1.583287 -0.18 -0.12 0.04
C 2.544300 -1.933278 -1.191317 -0.15 0.19 0.22
C 1.386267 -2.793826 -1.418930 0.55 0.46 0.13
N 0.480385 -3.470028 -1.600978 -0.47 -0.23 0.07
H 3.307276 -2.438976 -0.603401 0.01 -0.10 -0.08
H 3.005696 -1.634846 -2.125057 -0.01 -0.14 -0.10
H 2.267081 -1.023994 -0.657062 -0.11 -0.05 0.01
F -0.777119 -3.997555 3.058370 1.44 1.74 -2.01
Ca 0.748312 -2.510362 2.522227 -2.17 -2.76 2.68
C 3.602595 2.279832 4.434159 0.04 -0.02 -0.08
C 4.768531 2.552997 3.488463 -0.26 -0.06 0.38
C 4.439277 2.240118 2.026056 0.15 0.33 0.11
C 4.199655 0.817117 1.804108 -0.07 0.46 -0.04
N 4.010648 -0.299620 1.630357 -0.30 -0.52 -0.01
H 3.335425 1.221334 4.447601 -0.01 0.00 0.00
H 3.867625 2.565026 5.451165 -0.04 -0.02 0.02
H 2.719419 2.853345 4.144072 -0.01 -0.01 0.02
H 5.636055 1.976041 3.808464 0.06 0.04 -0.10
H 5.042136 3.605667 3.561483 0.09 -0.01 -0.15
H 5.270440 2.556539 1.398290 -0.01 -0.09 -0.07
H 3.565679 2.814052 1.708776 -0.11 -0.17 -0.01
C 7.495475 -2.672462 -2.953808 0.02 -0.10 -0.03
S 6.223538 -1.401689 -2.920856 0.12 0.02 -0.02
O 4.916088 -2.092600 -2.720053 0.37 0.02 -0.21
C 6.336048 -0.968333 -4.662304 -0.02 -0.04 -0.11
H 7.563675 -3.110726 -1.960504 -0.05 0.05 0.03
H 7.228502 -3.444099 -3.675433 -0.07 0.03 -0.01
H 8.451583 -2.221232 -3.218005 -0.02 0.05 0.01
H 6.142514 -1.847967 -5.275783 -0.02 -0.04 0.06
H 7.327858 -0.569554 -4.873906 0.01 0.01 0.05
H 5.587676 -0.207035 -4.871831 -0.02 0.01 0.08
O 7.448155 2.466276 1.822216 0.12 -0.08 -0.11
H 7.426906 1.513267 1.687144 0.02 -0.07 0.06
H 8.261592 2.743071 1.390568 0.06 0.10 0.02
Br 0.288632 -3.462710 5.712702 0.84 0.91 -0.62
```
Forces are in eV/Å.

Here is what Löwdin gives for the atomic charges, in e: -0.080, -0.238, -0.144, -0.154, -0.161, -0.150, -0.168, -0.183, -0.143, -0.179, -0.611, 0.696, -0.340, -0.057, -0.223, -0.121, 0.075, -0.018, 0.081, 0.125, 0.111, 0.122, 0.112, 0.116, 0.132, 0.124, 0.132, 0.127, 0.125, 0.115, 0.078, 0.094, 0.075, 0.081, 0.071, 0.108, 0.093, 0.055, 0.070, 0.064, -0.095, -0.280, 0.142, 0.078, 0.051, 0.039, -0.834, 1.280, -0.102, -0.261, -0.193, -0.220, 0.151, 0.071, 0.076, 0.075, 0.107, 0.114, 0.092, 0.123, -0.265, 0.830, -0.565, -0.267, 0.052, 0.061, 0.055, 0.061, 0.055, 0.051, -0.047, 0.049, 0.049, -0.544


No. 3
Here is 6 unconnected molecules or ions with the total composition C19H42F2N7O10S in a non-equilibrium geometry from the Open Molecules 2025 dataset. Energies are from ωB97M-V/def2-TZVPD.

Calculated values
- max |F| (eV Å⁻¹) = 2.24
- highest occupied orbital energy (eV) = -10.6
- molecular weight (g/mol) = 598.65
- Kohn-Sham gap (eV) = 6.988
- charge = +1
- electronic energy (Eh) = -2482.4551

XYZ file:
```
81
Properties=species:S:1:pos:R:3:forces:R:3
C -3.038661 -0.229135 -3.809491 0.34 0.05 -0.19
O -2.210486 0.835370 -3.236281 -0.26 0.00 0.23
C -1.927803 0.652278 -1.932888 -0.42 0.01 0.04
N -0.547730 1.320919 -1.640634 -0.15 -0.41 0.56
C -0.063864 0.678307 -0.344738 0.83 -0.10 0.88
O 0.704183 -0.212165 -0.407403 -0.18 -0.23 -0.24
N -0.616789 1.185729 0.826914 -1.24 0.08 -1.28
C -1.198532 0.119271 1.613162 0.36 0.26 0.22
O -0.634163 -0.514467 2.400500 0.34 -0.56 0.53
F -2.477652 -0.054675 1.284457 -0.17 0.27 -0.13
S 0.660949 1.071570 -2.954751 0.71 1.97 -0.80
O 1.905740 1.336668 -2.359148 -0.12 -0.71 0.25
O 0.213157 1.841028 -4.041315 -0.28 -0.45 0.10
F 0.382208 -0.398553 -3.164214 0.04 -0.36 0.05
H -3.557252 -0.785135 -3.032874 -0.02 0.01 0.14
H -2.367380 -0.868748 -4.373608 -0.08 -0.13 -0.13
H -3.756252 0.245678 -4.462716 -0.10 0.13 -0.23
H -2.637368 1.129258 -1.244722 0.11 0.20 0.03
H -1.815503 -0.391911 -1.623605 0.18 -0.09 -0.14
H -0.639692 2.337768 -1.538571 -0.08 0.04 -0.29
H -1.323017 1.898183 0.653156 0.10 0.09 0.15
C 0.004621 0.388365 -7.169650 -0.03 -0.13 0.03
O -1.132302 0.188144 -6.774988 -0.01 0.04 0.13
N 0.421694 1.521675 -7.752653 0.14 0.08 -0.03
C 1.789727 1.702893 -8.204693 -0.18 0.12 -0.01
C -0.534544 2.600199 -7.936391 -0.04 -0.14 0.08
H 0.800873 -0.369453 -7.076402 0.01 0.00 -0.02
H 2.245673 2.549989 -7.689579 0.07 -0.01 -0.03
H 1.808092 1.891813 -9.278760 0.08 -0.01 0.00
H 2.372891 0.809052 -7.996191 -0.02 -0.03 0.01
H -0.934558 2.914466 -6.971286 -0.04 0.03 -0.02
H -1.365338 2.258218 -8.554054 -0.02 0.05 -0.01
H -0.046016 3.441792 -8.419357 0.04 -0.01 -0.01
C 3.685479 0.890955 5.189951 0.07 0.05 0.08
O 2.825956 1.698779 5.506149 -0.05 -0.01 -0.02
N 3.537077 -0.033015 4.229922 0.17 -0.04 -0.08
C 4.573486 -0.998130 3.880782 -0.39 0.10 -0.05
C 2.278177 -0.071577 3.512510 0.06 0.10 0.13
H 4.668983 0.851641 5.685704 0.00 0.00 -0.02
H 4.853932 -0.874681 2.832372 0.08 -0.02 0.02
H 4.189725 -2.003660 4.036643 0.21 0.00 -0.08
H 5.454161 -0.852228 4.502168 -0.02 0.07 0.05
H 2.106249 0.887723 3.018210 -0.09 -0.02 -0.02
H 1.456131 -0.246724 4.207265 -0.07 0.00 -0.07
H 2.301364 -0.866915 2.772158 0.05 -0.04 0.03
C 4.401743 -4.919006 5.073890 -0.05 0.04 0.02
O 4.370650 -4.023584 4.243292 0.14 -0.24 -0.10
N 3.542466 -4.997614 6.098418 -0.02 -0.06 0.10
C 3.577705 -6.068386 7.076544 -0.11 0.18 -0.03
C 2.546273 -3.944126 6.217978 0.09 -0.10 -0.02
H 5.145875 -5.730364 5.048005 -0.02 0.00 -0.02
H 2.630654 -6.609553 7.073311 0.02 -0.05 0.05
H 3.746308 -5.659549 8.073741 0.00 -0.07 0.03
H 4.381128 -6.762263 6.839707 0.02 0.01 -0.04
H 1.928841 -3.919199 5.318880 -0.05 0.07 0.03
H 3.048015 -2.979604 6.317352 -0.05 0.03 0.00
H 1.914102 -4.117681 7.085066 -0.01 -0.04 0.00
C -4.580262 1.793273 -7.231724 0.12 -0.17 -0.04
O -5.050055 1.247342 -6.246800 0.04 0.04 0.18
N -5.061255 2.922574 -7.773561 0.02 0.12 -0.08
C -4.467893 3.528120 -8.950024 -0.18 0.04 0.13
C -6.218427 3.554664 -7.158350 0.06 -0.15 0.04
H -3.704804 1.386373 -7.763932 0.01 0.00 0.03
H -4.124306 4.538635 -8.720236 0.03 0.01 -0.07
H -5.200891 3.580648 -9.756370 0.06 0.02 -0.06
H -3.620131 2.935536 -9.286106 0.00 -0.04 0.01
H -5.994280 3.819046 -6.124818 -0.05 0.02 0.01
H -7.062984 2.866223 -7.156772 -0.04 0.04 0.02
H -6.481328 4.450715 -7.713518 0.03 0.01 -0.04
C 0.266456 -1.824284 7.618833 0.07 -0.03 -0.11
O -0.151705 -2.894390 8.022676 0.01 -0.01 0.03
N -0.123367 -0.622267 8.069983 -0.03 0.17 -0.01
C 0.420315 0.618221 7.543527 -0.14 -0.16 0.14
C -1.124015 -0.570181 9.124301 0.07 -0.15 -0.07
H 1.025418 -1.757006 6.819110 0.00 0.07 0.00
H 0.905399 1.183616 8.340164 0.04 0.06 -0.05
H -0.380354 1.226756 7.118283 0.05 0.06 -0.03
H 1.154819 0.415324 6.767600 -0.01 0.02 0.02
H -0.764174 -1.097040 10.007921 -0.05 0.01 0.03
H -2.042703 -1.054432 8.792623 -0.03 0.00 0.05
H -1.329713 0.466080 9.377975 0.03 0.03 -0.02
```
Forces are in eV/Å.

Here is what Löwdin gives for the atomic charges, in e: 0.023, -0.143, -0.195, 0.024, -0.448, 0.217, 0.227, -0.482, 0.270, 0.160, 0.678, -0.143, -0.151, -0.020, 0.099, 0.097, 0.078, 0.153, 0.152, 0.189, 0.155, -0.360, -0.001, -0.192, -0.047, -0.033, 0.137, 0.091, 0.094, 0.085, 0.092, 0.076, 0.092, -0.354, -0.012, -0.187, -0.041, -0.058, 0.137, 0.092, 0.047, 0.090, 0.088, 0.076, 0.088, -0.334, -0.021, -0.188, -0.046, -0.046, 0.137, 0.093, 0.093, 0.084, 0.100, 0.087, 0.076, -0.342, -0.002, -0.193, -0.052, -0.036, 0.126, 0.092, 0.093, 0.071, 0.091, 0.095, 0.087, -0.361, 0.007, -0.191, -0.047, -0.038, 0.116, 0.096, 0.091, 0.052, 0.094, 0.092, 0.085